DFT (ωB97M-V/def2-TZVPD) results for a 2-piece molecular cluster, C5H8N2O2 overall in a non-equilibrium geometry.

Structure (XYZ):
```
17
Properties=species:S:1:pos:R:3:forces:R:3:nbo_charge:R:1
C -0.51685 -0.60730 -1.82036 -0.1 -0.1 -0.2 -0.640
C -0.32328 0.40259 -0.72459 0.2 0.1 0.0 -0.034
C -1.35248 0.60858 0.34241 -0.3 0.0 0.1 -0.223
N -0.10233 -0.04979 0.64365 0.2 0.6 -0.2 -0.452
C 0.10379 -1.29461 1.13551 -0.1 -0.9 0.6 0.595
O -0.53040 -1.84343 2.00749 0.2 0.3 -0.5 -0.506
C 1.34663 -1.93201 0.60785 0.9 0.0 -0.4 0.175
N 2.36083 -2.33841 0.22807 -1.1 0.3 0.3 -0.260
H -1.16328 -1.43329 -1.49237 0.2 0.2 -0.1 0.220
H -0.99343 -0.11358 -2.67717 0.1 -0.2 0.2 0.232
H 0.44581 -1.01752 -2.15289 -0.3 0.1 0.1 0.234
H 0.28201 1.27519 -0.98310 -0.1 -0.2 0.1 0.212
H -1.47237 1.60145 0.77895 0.1 -0.3 -0.1 0.235
H -2.24111 -0.02607 0.32375 0.2 0.2 0.0 0.216
O 1.25655 2.43501 1.58636 -0.1 -0.4 -0.2 -0.947
H 1.70380 2.84443 0.83961 0.1 0.0 0.1 0.464
H 1.19609 1.48875 1.35683 0.0 0.4 0.2 0.479
```
Forces are in eV/Å.

Values from the calculation:
E_tot in eV: -12388.3236
F_max in eV/Å: 1.2
2S+1: 1
Charge: 0
SMILES string: C[C@H]1CN1C(=O)C#N.O
HOMO energy in eV: -10.819
Energy relative to the best compared isomer or geometry (same formula, charge and spin) in eV: 2.612

---

DFT (ωB97M-V/def2-TZVPD) results for one molecule with the formula C5H8N2O3 in a non-equilibrium geometry.

Structure (XYZ):
```
18
Properties=species:S:1:pos:R:3:forces:R:3:nbo_charge:R:1
C -1.00420 0.22589 2.20180 1.4 2.3 -2.2 0.908
C 0.44749 -1.64079 1.49694 -0.5 -0.1 0.5 0.911
C -1.03499 0.20443 -1.17230 0.2 0.3 0.0 -0.629
C 1.34449 0.74791 -1.80269 -0.1 0.2 0.2 -0.616
C 0.25520 0.90576 -0.73437 -0.3 -0.8 -0.6 -0.101
N -0.62808 -0.98629 2.31128 0.6 -1.3 -0.1 -0.709
N 0.74808 0.48368 0.54591 -1.6 1.1 3.3 -0.316
O -1.61439 1.18762 2.44934 0.1 -1.0 0.2 -0.439
O 0.71143 -2.77260 1.76103 -0.1 0.0 0.1 -0.568
O 0.97349 -0.90712 0.58863 0.5 -0.8 -1.2 -0.358
H -1.82355 0.36501 -0.43752 -0.1 0.0 0.0 0.199
H -1.36625 0.60089 -2.12847 -0.1 0.0 -0.1 0.215
H -0.87047 -0.86584 -1.28628 0.0 -0.1 0.0 0.206
H 1.04825 1.26057 -2.71510 0.0 0.0 -0.1 0.207
H 1.51199 -0.30395 -2.01844 0.0 -0.1 -0.1 0.208
H 2.27383 1.18117 -1.44310 0.1 0.0 0.0 0.220
H 0.05619 1.97216 -0.58083 0.1 -0.1 0.1 0.210
H -1.02851 -1.65847 2.96418 -0.1 0.3 0.0 0.451
```
Forces are in eV/Å.

Values from the calculation:
E_tot in eV: -14433.9133
F_max in eV/Å: 3.8
2S+1: 1
Charge: 0
HOMO energy (spin up / spin down) in eV: -8.174 / -8.171
Energy relative to the best compared isomer or geometry (same formula, charge and spin) in eV: 3.831

---

DFT (ωB97M-V/def2-TZVPD) results for one molecule with the formula C5H8N2O3S in a non-equilibrium geometry.

Structure (XYZ):
```
19
Properties=species:S:1:pos:R:3:forces:R:3:nbo_charge:R:1
C 2.59276 1.55867 -0.95953 0.1 1.0 0.5 -0.133
C 2.40587 1.55895 -2.30917 -0.3 0.2 -0.6 0.065
C 0.86005 0.37279 -1.33048 -0.4 -1.2 -1.8 0.252
C -0.55720 -1.58218 0.89368 -0.7 -2.5 -1.1 -0.450
C -2.44898 -0.38805 -0.18819 0.0 1.6 1.5 -0.428
N 1.58052 0.80259 -0.35036 -0.4 -0.6 -0.8 -0.465
N -1.37044 -1.31833 -0.29273 1.4 -0.1 -0.5 -0.645
O -1.29443 -0.90945 -2.71192 0.4 0.9 -0.2 -0.911
O 0.36580 -2.36590 -1.70813 1.4 -0.4 0.1 -0.905
O 1.28645 0.80984 -2.58867 0.1 -0.4 1.7 -0.423
S -0.41106 -1.18963 -1.62708 -1.0 1.3 0.3 2.276
H 3.28710 2.13002 -0.29061 -0.6 -0.8 -1.1 0.234
H 2.84159 2.00166 -3.23713 -0.2 -0.4 1.4 0.231
H 0.19246 -2.20904 0.45636 1.1 -0.1 0.4 0.240
H -0.15105 -0.83915 1.50797 0.4 1.8 0.3 0.208
H -1.05456 -2.29696 1.51610 -0.8 -0.2 0.6 0.209
H -2.88528 -0.08875 -1.13474 0.2 -0.3 -0.1 0.244
H -3.24886 -0.83199 0.45504 0.7 0.6 -0.3 0.217
H -1.94013 0.51845 0.26837 -1.4 -0.4 -0.1 0.183
```
Forces are in eV/Å.

Values from the calculation:
E_tot in eV: -25269.6696
F_max in eV/Å: 2.8
2S+1: 1
Charge: 0
SMILES string: CN(C)S(=O)(=O)c1ncco1
HOMO energy in eV: -9.908
Energy relative to the best compared isomer or geometry (same formula, charge and spin) in eV: 3.002

---

DFT (ωB97M-V/def2-TZVPD) results for a 2-piece molecular cluster, C5H8N2O3S overall in a non-equilibrium geometry.

Structure (XYZ):
```
19
Properties=species:S:1:pos:R:3:forces:R:3:nbo_charge:R:1
C -3.04975 1.92609 -0.20031 -0.4 -2.3 -1.7 0.829
C -0.10450 -2.01463 -0.10774 1.1 0.7 -0.2 0.500
C 1.22954 1.27353 0.70980 -0.5 0.9 -1.3 -0.230
C 1.92481 0.96282 -0.59780 1.0 0.2 -0.7 -0.504
C 0.33500 -0.74992 -0.05180 -0.7 0.0 -1.7 -0.130
N -2.64228 0.78906 -0.10839 0.4 -0.1 0.8 -0.758
N 0.42620 0.15977 1.05851 -1.9 -0.8 -3.5 -0.639
O -0.55145 -2.56765 1.03198 -1.9 -2.8 0.0 -0.697
O -3.66052 2.75379 -0.70979 -0.7 2.7 0.2 -0.493
O 0.14333 -2.86967 -1.16904 -0.9 0.6 0.2 -0.693
S 0.70781 0.04350 -1.64938 0.8 0.2 2.4 0.176
H 1.97726 1.54097 1.42595 0.2 0.2 0.7 0.210
H 0.53528 2.07130 0.49939 0.0 0.9 0.3 0.182
H 2.26808 1.86944 -1.12260 -0.1 -0.4 0.3 0.230
H 2.77536 0.32630 -0.30813 -0.1 0.0 -0.8 0.210
H 0.35818 -2.32238 -1.95580 0.0 -0.4 0.7 0.499
H -1.97490 0.46004 0.54568 0.8 -0.3 0.6 0.415
H -1.23057 -3.32160 0.85188 1.9 2.0 0.2 0.503
H 0.53310 -0.33077 1.85759 0.8 -1.5 3.2 0.391
```
Forces are in eV/Å.

Values from the calculation:
E_tot in eV: -25270.8214
F_max in eV/Å: 4.1
2S+1: 1
Charge: 0
SMILES string: OC(O)=C1NCCS1.N=C=O
HOMO energy in eV: -7.485
Energy relative to the best compared isomer or geometry (same formula, charge and spin) in eV: 1.850

---

DFT (ωB97M-V/def2-TZVPD) results for a 2-piece molecular cluster, C5H8N2O3S overall in a non-equilibrium geometry.

Structure (XYZ):
```
19
Properties=species:S:1:pos:R:3:forces:R:3:nbo_charge:R:1
C -0.29099 -0.89102 3.67736 0.8 0.1 1.0 -0.276
C -1.23102 -0.47223 2.83834 -0.6 0.1 1.4 -0.346
C -1.25102 -0.67817 1.43869 -0.7 0.8 -0.9 0.315
C 1.33469 -0.36194 -0.77538 0.1 -0.4 0.7 0.662
C 0.30304 -0.46328 -1.81444 0.3 0.8 -3.3 -0.776
N -1.47058 -0.57210 0.31208 0.3 -0.6 0.7 -0.363
N 1.86768 0.79501 -0.49635 -0.7 3.7 -0.6 -0.814
O 1.68185 -1.37018 -0.21485 0.6 -1.8 0.5 -0.632
O -0.45305 1.94271 -1.51941 0.0 0.7 1.0 -0.979
O -0.94146 0.95602 -3.72871 0.9 -3.0 1.5 -0.942
S -1.05094 0.69138 -1.98150 -0.5 1.3 -2.1 1.577
H -0.44661 -0.59204 4.72515 0.2 -0.3 -0.5 0.204
H 0.66624 -1.43515 3.48632 -1.2 0.5 -0.3 0.229
H -2.11267 0.08417 3.28065 1.1 -0.7 -0.9 0.253
H 0.09603 -1.46963 -1.77212 -1.7 -2.2 0.2 0.275
H 0.69096 -0.39672 -2.85526 0.6 0.4 0.6 0.281
H -1.25004 1.78775 -4.03934 -0.7 1.4 0.3 0.494
H 1.26234 1.62607 -0.75085 1.3 -1.0 0.4 0.436
H 2.59553 0.81935 0.18963 0.0 0.1 0.3 0.402
```
Forces are in eV/Å.

Values from the calculation:
E_tot in eV: -25270.1826
F_max in eV/Å: 3.8
2S+1: 1
Charge: 0
HOMO energy in eV: -9.528
Energy relative to the best compared isomer or geometry (same formula, charge and spin) in eV: 2.489

---

DFT (ωB97M-V/def2-TZVPD) results for C5H8N2O5 as an isolated structure in a non-equilibrium geometry.

Structure (XYZ):
```
20
Properties=species:S:1:pos:R:3:forces:R:3:nbo_charge:R:1
C -0.60899 -0.34480 -0.51475 1.7 -0.5 1.0 0.299
C -0.88738 -1.72743 -2.37304 -0.5 -0.4 2.1 0.789
C 0.02494 0.51594 -2.22308 0.9 -2.4 5.8 0.288
C -0.48847 -0.41898 1.13786 3.4 2.5 -6.5 0.477
C 0.61407 0.39969 1.73723 1.2 1.8 -2.7 -0.652
N -1.12753 -1.53923 -1.05697 -1.0 0.3 1.9 -0.699
N -0.17375 -0.69415 -2.91428 0.3 1.5 -0.8 -0.678
O -1.43734 0.31893 0.34426 -1.3 0.6 0.7 -0.514
O -1.19401 -2.71929 -2.94649 -0.5 -1.5 -1.9 -0.615
O -0.86870 -1.51708 1.70298 -1.8 -2.4 2.3 -0.705
O -0.18022 2.69851 -2.04709 0.9 2.0 0.6 -0.418
O -0.86480 1.53174 -2.22640 -1.7 -0.9 -1.8 -0.256
H 1.06483 0.90118 -1.96758 -1.3 -0.7 -1.0 0.214
H 1.67743 0.06779 1.60416 -1.2 -0.5 0.3 0.227
H 0.36653 0.55167 2.72039 -0.1 0.5 2.7 0.213
H 0.68560 1.43629 1.23068 -0.6 -1.6 0.7 0.213
H -1.80929 -2.06767 -0.44483 1.1 0.6 -1.8 0.431
H -0.31341 -0.73019 -3.89605 0.4 0.4 -1.1 0.414
H -0.48490 -2.36294 1.42846 0.2 0.6 -0.4 0.506
H -0.25354 2.85331 -1.08713 -0.1 0.0 -0.2 0.466
```
Forces are in eV/Å.

Values from the calculation:
E_tot in eV: -18526.2346
F_max in eV/Å: 7.8
2S+1: 1
Charge: 0
HOMO energy in eV: -8.579
Energy relative to the best compared isomer or geometry (same formula, charge and spin) in eV: 4.427